ORCA calculation (ωB97M-V/def2-TZVPD) on a cluster of 10 separate species, C25H55BN5O26 in total in a non-equilibrium geometry.

Summary:
HOMO energy, eV: -7.110
Largest force on an atom, hartree/bohr: 0.08208
Net charge: -1
Multiplicity: 1
Frontier orbital gap, eV: 8.6
Energy relative to the best compared isomer or geometry (same formula, charge and spin), eV: 2.3428

Each line ends with the Mulliken charge.
Geometry (Å):
O (6.3048, 19.4685, -24.2995)  -0.71
C (6.3804, 18.3598, -24.8407)  0.95
O (5.7917, 17.9744, -25.9408)  -0.80
B (6.1468, 16.6068, -26.3213)  1.21
O (7.0075, 16.1431, -25.1832)  -0.63
C (7.1994, 17.1238, -24.3263)  0.59
O (7.8154, 17.1364, -23.2433)  -0.75
O (6.8262, 16.3792, -27.6634)  0.02
C (6.1707, 15.4476, -28.2857)  0.11
O (6.4554, 14.8366, -29.3487)  -0.57
C (4.7641, 15.3890, -27.6418)  0.32
O (4.8790, 15.9010, -26.4310)  -0.13
O (3.7199, 14.8812, -28.0833)  -0.62
C (1.9818, 17.8651, -26.2858)  -0.45
N (1.4131, 18.0303, -24.9303)  0.96
O (0.2474, 17.6607, -24.7632)  -0.57
O (2.1669, 18.3100, -23.9985)  -0.46
H (3.0469, 18.0107, -26.4657)  -0.05
H (1.5331, 18.6430, -26.9037)  0.42
H (1.7707, 16.8791, -26.6996)  0.10
C (3.9214, 12.9358, -31.0748)  -0.49
N (2.6746, 13.5394, -31.6747)  0.90
O (1.5629, 13.3133, -31.1858)  -0.53
O (2.7896, 14.2882, -32.6405)  -0.55
H (4.6079, 13.7803, -31.1355)  0.11
H (4.1709, 12.1062, -31.7363)  0.32
H (3.7578, 12.5919, -30.0535)  0.23
C (9.2278, 13.8772, -30.8329)  -0.71
N (9.6235, 14.9836, -29.9485)  1.04
O (9.9691, 16.0265, -30.4630)  -0.58
O (9.6055, 14.6676, -28.7638)  -0.45
H (9.5501, 12.9895, -30.2887)  0.28
H (9.6665, 14.1143, -31.8021)  0.33
H (8.1526, 13.9640, -30.9897)  0.15
C (9.3267, 17.8451, -27.8397)  -0.14
N (10.3062, 18.0441, -26.7122)  1.15
O (11.4981, 17.9237, -26.9761)  -0.64
O (9.8524, 18.3881, -25.6547)  -0.56
H (9.7212, 18.1938, -28.7941)  0.46
H (8.4468, 18.4554, -27.6363)  -0.18
H (9.1685, 16.7681, -27.8962)  -0.09
C (7.0239, 17.6150, -31.3736)  -0.57
N (6.4790, 18.4886, -30.3408)  1.05
O (5.4894, 18.1415, -29.7698)  -0.56
O (6.9884, 19.6068, -30.1846)  -0.57
H (6.6872, 17.9956, -32.3379)  0.33
H (6.6428, 16.6093, -31.1963)  0.05
H (8.1089, 17.6822, -31.2942)  0.27
C (-2.3673, 11.8435, -26.2779)  -0.76
O (-1.3572, 12.7434, -25.9610)  -0.30
C (-0.2904, 12.8689, -26.8897)  -0.67
C (0.8006, 13.7700, -26.4117)  0.01
O (1.3106, 13.6105, -25.1044)  -0.47
C (2.4750, 14.4018, -24.8245)  -0.20
H (-2.9989, 12.2798, -27.0518)  0.29
H (-3.0938, 11.6843, -25.4810)  0.24
H (-1.9307, 10.9008, -26.6075)  0.30
H (-0.5857, 13.1939, -27.8873)  0.36
H (0.2267, 11.9126, -26.9684)  0.34
H (0.5171, 14.8068, -26.5925)  0.09
H (1.5774, 13.6496, -27.1669)  0.25
H (2.1616, 15.4376, -24.9546)  -0.01
H (3.3588, 14.2245, -25.4374)  0.14
H (2.7917, 14.2823, -23.7884)  0.29
C (12.4214, 16.1283, -20.1136)  -0.78
O (11.8723, 16.4884, -21.4112)  -0.29
C (11.3653, 15.3431, -22.0795)  -0.51
C (11.0885, 15.7692, -23.4985)  0.28
O (11.0482, 14.6547, -24.2960)  -0.44
C (10.6892, 14.8660, -25.6240)  -0.14
H (12.8918, 17.0333, -19.7293)  0.25
H (13.1326, 15.3048, -20.0489)  0.30
H (11.5437, 15.9133, -19.5040)  0.32
H (10.4543, 14.9639, -21.6164)  0.29
H (12.1374, 14.5811, -21.9735)  0.34
H (11.9174, 16.4089, -23.8013)  0.21
H (10.2283, 16.3964, -23.7329)  -0.25
H (9.7243, 15.3644, -25.7175)  -0.22
H (10.4912, 13.9212, -26.1302)  0.33
H (11.4040, 15.4195, -26.2330)  0.31
C (9.8162, 21.4384, -28.4470)  -0.60
O (9.1072, 22.0707, -27.4245)  -0.44
C (8.1175, 21.2434, -26.8324)  0.31
C (7.0923, 22.2028, -26.1191)  -0.79
O (7.6218, 22.7509, -24.8830)  -0.37
C (6.5554, 23.6404, -24.3836)  -0.82
H (10.5551, 22.2157, -28.6415)  0.35
H (9.2234, 21.2376, -29.3394)  0.23
H (10.4470, 20.6353, -28.0659)  0.19
H (8.3878, 20.6668, -25.9478)  0.12
H (7.5793, 20.6296, -27.5547)  0.08
H (6.1588, 21.6403, -26.1032)  0.35
H (7.0014, 23.0149, -26.8404)  0.52
H (6.4508, 24.4929, -25.0548)  0.34
H (6.9526, 24.0730, -23.4654)  0.29
H (5.5413, 23.2413, -24.3660)  0.30
C (3.8520, 21.1013, -18.1596)  -0.75
O (4.4277, 20.2584, -19.1025)  -0.30
C (3.7224, 20.1213, -20.3638)  -0.78
C (4.2509, 19.0200, -21.2974)  0.04
O (4.0049, 17.6808, -20.7703)  -0.44
C (4.6836, 16.6230, -21.4442)  -0.30
H (4.3493, 21.2107, -17.1958)  0.26
H (2.8860, 20.6405, -17.9532)  0.32
H (3.6454, 22.1123, -18.5107)  0.29
H (3.6952, 21.0291, -20.9665)  0.36
H (2.6836, 19.8511, -20.1743)  0.34
H (5.2969, 19.0668, -21.6004)  0.28
H (3.8666, 19.1929, -22.3026)  0.14
H (4.2834, 16.4938, -22.4498)  -0.03
H (4.4262, 15.6751, -20.9715)  0.31
H (5.7447, 16.8695, -21.4810)  0.27



ORCA calculation (ωB97M-V/def2-TZVPD) on a structure of composition C8H17OP2Rh in a non-equilibrium geometry.

Summary:
HOMO energy (alpha / beta), eV: -2.350 / -9.777
Largest force on an atom, hartree/bohr: 0.26631
Multiplicity: 5
Frontier orbital gap (alpha / beta), eV: 3.3 / 7.8
Energy relative to the best compared isomer or geometry (same formula, charge and spin), eV: 0.0212

Each line ends with the Mulliken charge.
Geometry (Å):
C (0.4159, -0.4739, -3.1630)  -0.96
C (-0.7907, 0.1806, -3.6000)  -0.71
C (-0.7698, 1.5190, -3.0726)  -0.70
C (0.4134, 1.6806, -2.2649)  -0.86
C (1.1635, 0.4427, -2.3740)  -0.61
Rh (-0.6875, 0.1837, -1.6347)  0.25
P (-0.1146, -2.5909, -0.9345)  -0.32
H (0.7043, -1.4978, -3.3903)  0.69
H (-1.5619, -0.2092, -4.2629)  0.49
H (-1.5487, 2.2542, -3.2250)  0.48
H (2.1002, 0.2552, -1.8696)  0.71
H (0.7311, 2.6135, -1.8074)  0.52
H (1.2212, -2.4966, -0.3862)  0.06
H (0.0203, -3.8399, -1.6445)  0.13
H (-0.7907, -3.0593, 0.2531)  0.16
C (-1.5169, 0.2270, 3.1538)  -1.47
P (-0.2614, 0.3397, 1.8763)  3.62
C (0.6669, 1.8441, 2.1514)  -1.64
C (0.9264, -0.9866, 2.1294)  -1.74
O (-1.0666, 0.2953, 0.5851)  -1.05
H (-2.2996, 0.9650, 2.9335)  0.30
H (-1.1012, 0.4170, 4.1480)  0.38
H (-1.9662, -0.7739, 3.1405)  0.35
H (0.8825, 1.9038, 3.2270)  0.39
H (1.6133, 1.7985, 1.6009)  0.32
H (0.0971, 2.7254, 1.8353)  0.31
H (0.5001, -1.9643, 1.8784)  0.19
H (1.8197, -0.7874, 1.5219)  0.25
H (1.1999, -0.9655, 3.1950)  0.48